1.
{"formula": "C2H4INS", "method": "ωB97M-V with the def2-TZVPD basis set", "symbols": ["C", "C", "N", "S", "I", "H", "H", "H", "H"], "coordinates": [[-0.4434, 0.5605, 0.5976], [-1.3618, 0.2253, -0.4739], [2.5267, -0.9028, 0.2550], [-1.9811, -1.2396, -0.7086], [1.7062, 0.7193, -0.1388], [-0.5583, 1.4502, 1.1220], [-0.4185, -0.4404, 1.1414], [-1.8779, 1.0374, -1.1414], [2.4081, -1.4099, -0.6533]], "forces_ev_per_angstrom": [[0.9, -3.5, -0.8], [-2.2, 2.0, -1.7], [0.5, -2.0, -0.8], [0.2, -0.5, -0.1], [-1.3, 1.8, -0.1], [-0.4, 1.4, 1.0], [0.6, 1.7, 0.2], [1.5, -1.0, 1.3], [0.2, 0.1, 1.0]], "de_lowest_kj_mol": 402.5, "homo_ev": -8.68, "energy_ha": -829.06960}

2.
{"formula": "C3H4NO2S", "method": "ωB97M-V with the def2-TZVPD basis set", "symbols": ["C", "C", "C", "N", "O", "O", "S", "H", "H", "H", "H"], "coordinates": [[2.1644, 0.4021, 0.1029], [1.0470, -0.2250, 0.5613], [-1.1275, 0.6723, -0.6195], [3.1566, 0.9465, -0.1585], [-2.9633, -1.2033, -0.0331], [-3.2954, 1.1800, 0.8697], [-2.9082, 0.3191, -0.2833], [0.2665, -0.7946, 0.0584], [0.9675, -0.0955, 1.6746], [-0.7022, 0.1151, -1.4759], [-0.8895, 1.7720, -0.6026]], "forces_ev_per_angstrom": [[0.8, 0.4, -0.8], [-2.1, -0.2, 2.1], [-0.2, 0.9, 0.0], [0.1, 0.1, -0.2], [-0.1, 2.7, -0.5], [0.1, -0.6, -0.7], [1.4, -2.1, 1.0], [0.9, -0.2, 0.1], [-0.3, -0.3, -1.2], [-0.5, 0.4, 0.3], [-0.3, -1.1, -0.1]], "de_lowest_kj_mol": 384.1, "homo_ev": [-3.77, -4.15], "total_charge": -1, "energy_ha": -720.04066}

3.
{"formula": "CHF4N2O", "method": "ωB97M-V with the def2-TZVPD basis set", "symbols": ["C", "N", "N", "O", "F", "F", "F", "F", "H"], "coordinates": [[-0.9915, -0.0087, -1.7513], [1.0456, 0.1069, 1.8421], [0.3637, 0.4743, 1.0009], [-0.2079, 0.7546, 0.0068], [-1.1479, 0.9724, -2.5205], [-2.1245, -0.5095, -1.4120], [0.0710, -0.7049, -2.0436], [1.6462, -1.4378, 2.1227], [1.3454, 0.3527, 2.7549]], "forces_ev_per_angstrom": [[0.2, -1.7, -2.0], [-0.6, -2.3, -1.7], [2.3, 0.0, 3.2], [-2.2, 0.9, -2.8], [0.6, 0.9, 1.0], [2.2, -0.1, 0.7], [-2.1, 0.5, 1.2], [-0.6, 1.0, -0.8], [0.2, 0.9, 1.3]], "de_lowest_kj_mol": 500.7, "homo_ev": [-15.22, -15.22], "total_charge": 1, "energy_ha": -622.32860}

4.
{"formula": "C11H20MgO6", "method": "ωB97M-V with the def2-TZVPD basis set", "symbols": ["Mg", "C", "C", "O", "C", "C", "O", "C", "C", "O", "C", "C", "O", "C", "C", "O", "H", "H", "H", "H", "H", "H", "H", "H", "H", "H", "H", "H", "H", "H", "H", "H", "H", "H", "H", "H", "O", "C"], "coordinates": [[0.0253, -0.0403, 0.3278], [2.6342, -1.1025, -0.8031], [2.3402, -1.8607, 0.4735], [0.9084, -1.9367, 0.6604], [0.2067, -3.0533, 0.0488], [-0.7226, -2.5282, -1.0308], [-1.3109, -1.3267, -0.4844], [-2.4739, -0.7488, -1.1336], [-2.0817, 0.6063, -1.6942], [-1.2257, 1.1986, -0.6895], [-0.9809, 2.6175, -0.7350], [-0.2190, 2.9206, 0.5411], [0.7846, 1.9002, 0.7851], [2.1067, 2.1220, 0.2298], [2.2384, 1.3562, -1.0671], [1.7156, 0.0221, -0.8429], [2.4609, -1.6960, -1.6999], [3.6633, -0.7464, -0.8127], [2.7193, -1.3270, 1.3447], [2.7777, -2.8578, 0.4708], [-0.3428, -3.5490, 0.8456], [0.9276, -3.7528, -0.3726], [-1.5024, -3.2560, -1.2514], [-0.1918, -2.2765, -1.9514], [-3.2355, -0.6460, -0.3634], [-2.8446, -1.4171, -1.9081], [-2.9618, 1.2298, -1.8486], [-1.5200, 0.5352, -2.6268], [-1.9266, 3.1598, -0.7567], [-0.4159, 2.8542, -1.6382], [-0.8837, 2.8849, 1.4025], [0.2517, 3.9014, 0.5121], [2.8076, 1.7598, 0.9804], [2.2777, 3.1884, 0.0856], [3.2738, 1.3062, -1.4002], [1.6426, 1.7903, -1.8680], [-1.0229, -0.1856, 3.5826], [-0.7242, -0.1300, 2.5096]], "forces_ev_per_angstrom": [[0.2, 0.0, 0.0], [-0.1, 0.2, -0.1], [-0.2, -0.1, 0.0], [0.1, 0.0, -0.1], [0.2, 0.1, 0.0], [-0.1, 0.1, 0.0], [-0.2, -0.1, -0.1], [0.2, -0.1, 0.0], [0.2, 0.1, 0.1], [-0.3, 0.1, 0.1], [0.0, -0.2, -0.1], [0.2, -0.1, 0.1], [0.0, 0.1, -0.1], [-0.2, 0.1, 0.1], [0.0, -0.3, -0.1], [0.2, 0.1, 0.0], [0.0, -0.1, 0.0], [0.0, 0.0, 0.0], [0.0, 0.0, 0.0], [0.0, 0.0, 0.0], [-0.1, 0.0, 0.0], [0.0, 0.0, 0.0], [0.0, 0.0, 0.0], [0.0, 0.0, 0.0], [0.0, 0.0, 0.0], [0.0, 0.0, -0.1], [0.0, 0.0, 0.0], [0.0, 0.0, 0.0], [0.0, 0.0, 0.0], [0.0, 0.0, 0.0], [0.0, 0.0, 0.0], [0.0, 0.0, 0.0], [0.0, 0.0, 0.0], [0.0, 0.0, 0.0], [0.0, 0.0, 0.0], [0.0, 0.0, 0.0], [0.0, 0.0, -0.2], [-0.1, 0.0, 0.4]], "homo_ev": -17.75, "total_charge": 2, "energy_ha": -1082.18526}

5.
{"formula": "C23H42O16S3", "method": "ωB97M-V with the def2-TZVPD basis set", "symbols": ["C", "C", "O", "C", "O", "C", "C", "C", "C", "C", "C", "C", "O", "C", "C", "O", "C", "O", "O", "C", "O", "H", "H", "H", "H", "H", "H", "H", "H", "H", "H", "H", "H", "H", "H", "H", "H", "H", "H", "O", "S", "O", "O", "C", "C", "C", "H", "H", "H", "H", "H", "H", "H", "H", "O", "S", "O", "O", "C", "C", "C", "H", "H", "H", "H", "H", "H", "H", "H", "O", "S", "O", "O", "C", "C", "C", "H", "H", "H", "H", "H", "H", "H", "H"], "coordinates": [[-3.2387, -2.3789, -2.6637], [-2.4678, -3.3741, -1.8103], [-1.4215, -4.0234, -2.5368], [-0.3296, -3.7320, -1.8454], [-0.1253, -4.2792, -0.7732], [0.6112, -2.7278, -2.3422], [-0.1116, -1.4514, -2.7496], [0.8035, -0.5369, -3.5249], [0.3963, 0.8144, -3.1432], [1.0257, 1.6377, -2.3579], [2.3036, 1.5126, -1.6864], [2.0364, 1.8808, -0.2479], [0.8000, 1.2118, 0.1227], [0.9540, -0.0998, 0.4580], [-0.3348, -0.9179, 0.3925], [2.0135, -0.5799, 0.7762], [0.1932, 2.8611, -2.2240], [0.4365, 3.9082, -1.6623], [-0.9741, 2.6605, -2.9249], [-0.8783, 1.4430, -3.5472], [-1.7336, 1.0196, -4.2780], [-4.2674, -2.3149, -2.3533], [-2.7667, -1.4103, -2.6055], [-3.1933, -2.7016, -3.6952], [-1.9754, -2.8115, -1.0028], [-3.1406, -4.1284, -1.4298], [1.3417, -2.5376, -1.5722], [1.1638, -3.0669, -3.2122], [-0.9155, -1.7669, -3.3911], [-0.4974, -0.9293, -1.8862], [1.8239, -0.7230, -3.2247], [0.7109, -0.6647, -4.5946], [2.6901, 0.5021, -1.6912], [3.0781, 2.1188, -2.1339], [1.8706, 2.9418, -0.1758], [2.8832, 1.6597, 0.3805], [-0.5774, -1.2088, -0.6186], [-1.1623, -0.4013, 0.8477], [-0.1542, -1.8096, 0.9703], [-3.4198, -1.8321, 0.5545], [-4.4231, -0.7906, 0.5339], [-5.0027, -0.3022, 1.7590], [-5.5783, -1.2296, -0.4633], [-6.2084, -2.5121, -0.2447], [-7.1489, -2.5138, 0.9443], [-3.8326, 0.5843, -0.3949], [-5.4410, -3.2822, -0.1502], [-6.7603, -2.7137, -1.1598], [-6.6108, -2.3660, 1.8789], [-7.6725, -3.4681, 1.0013], [-7.8806, -1.7112, 0.8556], [-3.4146, 0.2274, -1.3324], [-3.0654, 1.0683, 0.2056], [-4.6578, 1.2689, -0.5674], [5.1083, 3.7118, 0.1104], [5.8964, 4.7609, 0.6839], [7.2523, 4.9436, 0.2733], [5.8323, 4.6327, 2.2664], [6.1983, 3.3662, 2.8578], [7.6930, 3.1150, 2.8391], [5.0423, 6.2922, 0.5455], [5.6514, 2.5624, 2.3624], [5.8401, 3.4207, 3.8833], [8.0662, 3.0045, 1.8226], [7.9225, 2.2008, 3.3862], [8.2268, 3.9472, 3.2970], [4.0169, 6.1586, 0.8781], [5.0697, 6.5736, -0.5044], [5.5591, 7.0348, 1.1464], [-1.4807, -1.8168, 0.8697], [-1.4245, -2.1667, 2.2444], [-2.4273, -1.7138, 3.1364], [0.0222, -1.7518, 2.8022], [0.4970, -0.3668, 2.6237], [-0.1975, 0.6089, 3.5524], [-1.2526, -3.9093, 2.4026], [0.3889, -0.0573, 1.5598], [1.5617, -0.4049, 2.8435], [-1.2551, 0.7014, 3.3129], [0.2558, 1.5937, 3.4623], [-0.1204, 0.2738, 4.5867], [-0.4703, -4.2488, 1.7281], [-2.2099, -4.3460, 2.1272], [-1.0170, -4.1440, 3.4367]], "forces_ev_per_angstrom": [[0.5, -0.5, -0.2], [-0.9, 1.0, 0.4], [-0.4, 0.4, -1.2], [1.8, -2.2, 2.5], [-0.1, 0.3, -0.6], [0.3, 1.1, -0.6], [0.2, -1.1, -1.0], [-0.2, 0.1, 0.0], [-0.2, -0.2, -1.2], [0.2, 1.5, -0.1], [0.8, -0.3, 0.8], [0.1, 0.5, 0.4], [1.1, 0.8, -0.2], [2.3, 0.4, -4.3], [7.4, 5.0, -4.7], [2.0, -0.3, -2.0], [0.5, 1.8, 0.8], [-0.6, -1.6, -1.0], [-0.2, 0.4, 0.0], [-0.8, -0.7, -0.6], [0.5, 0.3, 0.6], [-0.3, 0.1, 0.1], [-0.1, 0.4, -0.1], [-0.2, 0.0, -0.4], [-0.9, -0.6, 0.0], [0.0, -0.2, 0.4], [0.2, 0.0, 0.4], [-0.1, -0.4, -0.3], [-0.5, 0.2, -0.2], [-0.1, 0.1, -0.9], [0.4, 0.1, -0.1], [0.0, -0.2, -0.3], [-0.1, -0.4, -0.2], [0.2, 0.5, 0.0], [-0.4, 0.2, 0.2], [0.0, -0.5, 0.4], [0.6, 0.4, 0.6], [1.6, 4.8, -0.8], [7.3, 1.7, -2.5], [-5.0, 0.8, -0.8], [-0.3, -0.1, 0.3], [0.4, -0.4, -0.6], [-0.3, 0.1, -0.2], [-0.2, -0.3, 0.1], [0.1, 0.2, 0.1], [0.1, 0.0, 0.0], [0.1, 0.1, 0.1], [0.1, 0.2, -0.1], [0.0, 0.0, 0.0], [0.0, 0.0, -0.1], [0.0, 0.0, 0.0], [0.0, 0.0, 0.0], [0.0, 0.0, 0.1], [0.0, 0.0, 0.0], [0.0, -0.2, -0.1], [-0.2, 0.2, 0.3], [0.1, -0.1, -0.1], [0.0, 0.1, 0.0], [0.2, -0.5, 0.2], [0.0, 0.1, -0.2], [-0.1, 0.0, 0.0], [0.0, 0.1, -0.1], [-0.1, 0.2, 0.0], [0.0, 0.0, 0.0], [-0.1, 0.0, 0.1], [0.0, 0.0, 0.1], [0.0, 0.0, 0.0], [0.0, 0.0, 0.0], [0.0, 0.0, 0.0], [-12.3, -12.1, 5.1], [-1.5, -3.0, 3.3], [-0.4, 0.7, 0.5], [-0.3, 0.6, -0.1], [-0.5, 0.8, 3.2], [-0.3, -0.4, 0.0], [0.3, 0.0, 0.0], [-1.6, 0.4, 5.5], [-0.2, -0.2, -0.1], [-0.1, 0.0, 0.0], [0.1, 0.0, -0.1], [0.0, 0.1, 0.1], [0.0, 0.0, -0.1], [0.0, 0.1, -0.1], [0.0, 0.0, 0.1]], "homo_ev": -7.34, "energy_ha": -3299.44824}

6.
{"formula": "C14H34N2O3Si", "method": "ωB97M-V with the def2-TZVPD basis set", "symbols": ["N", "C", "C", "C", "Si", "C", "C", "O", "C", "N", "H", "H", "H", "H", "H", "H", "H", "H", "H", "H", "H", "H", "H", "H", "H", "H", "H", "H", "C", "C", "C", "O", "C", "H", "H", "H", "H", "H", "H", "H", "H", "C", "C", "C", "O", "C", "H", "H", "H", "H", "H", "H", "H", "H"], "coordinates": [[-3.1841, 0.6955, -1.1431], [-2.3754, -0.3956, -1.8757], [-0.8003, -0.1040, -1.5157], [0.2469, -1.1570, -2.2847], [0.9090, -2.3372, -0.9149], [2.0388, -3.7657, -1.5417], [1.5781, -5.2211, -0.9384], [0.1074, -5.3162, -0.6934], [2.4275, -5.7310, 0.3681], [2.1211, -5.0039, 1.6585], [-2.8499, 0.5972, -0.1424], [-2.7980, 1.6084, -1.5128], [-2.7714, -1.4303, -1.4555], [-2.5035, -0.3500, -3.0385], [-0.5257, 1.0209, -1.6993], [-0.6901, -0.2793, -0.3407], [1.1125, -0.5091, -2.7711], [-0.3389, -1.7147, -3.1361], [-0.2345, -2.7905, -0.0926], [1.7271, -1.5050, 0.0040], [2.1426, -3.8046, -2.7304], [3.1456, -3.5641, -1.1527], [1.7910, -6.0175, -1.8018], [-0.2704, -6.0989, -1.2306], [3.5845, -5.7724, 0.1358], [2.1067, -6.8670, 0.5469], [2.1064, -3.9661, 1.5521], [2.8863, -5.1819, 2.3719], [-4.5022, 3.6060, 2.7683], [-3.3099, 4.3542, 2.2303], [-2.1587, 3.4815, 2.6807], [-2.6486, 2.1341, 2.7204], [-4.0769, 2.1646, 2.5930], [-5.4372, 3.8402, 2.2531], [-4.6315, 3.8306, 3.8337], [-3.3523, 4.3809, 1.1351], [-3.2343, 5.3818, 2.5948], [-1.8298, 3.7474, 3.6909], [-1.2991, 3.5410, 2.0069], [-4.3310, 1.7949, 1.5936], [-4.5276, 1.5005, 3.3357], [3.5043, 2.8994, -1.0355], [3.3058, 1.7920, -0.0330], [1.8541, 1.9717, 0.3543], [1.1816, 2.5121, -0.7915], [2.1687, 2.9264, -1.7460], [4.3447, 2.7326, -1.7140], [3.6685, 3.8488, -0.5122], [3.4446, 0.8203, -0.5215], [3.9851, 1.8453, 0.8215], [1.7474, 2.6900, 1.1740], [1.3797, 1.0316, 0.6502], [2.1479, 2.2144, -2.5783], [1.9171, 3.9190, -2.1296]], "forces_ev_per_angstrom": [[1.6, -0.5, -0.5], [0.7, 0.4, 0.6], [0.0, -1.0, 0.4], [-0.6, 1.4, -0.6], [0.0, 0.4, -0.9], [1.3, -1.1, -0.1], [0.6, -1.5, -1.2], [0.9, -1.3, -1.4], [-0.1, -1.2, -0.2], [1.3, 0.3, -0.2], [-0.6, 0.5, -1.5], [-0.6, -1.3, 0.8], [1.1, 2.0, -1.0], [0.0, 0.0, 2.2], [-0.6, -2.2, 0.2], [-0.3, 0.5, -2.3], [-1.7, -1.5, 0.9], [1.2, 1.1, 1.5], [0.1, -0.1, -0.2], [0.1, 0.1, 0.0], [-0.5, 0.0, 2.6], [-2.3, -0.4, -0.8], [-0.1, 1.6, 2.0], [1.2, 2.0, 1.3], [-2.2, 0.3, 0.1], [0.6, 2.4, -0.4], [0.1, -1.1, -0.2], [-1.3, 0.1, -1.3], [-0.5, 0.1, 0.4], [0.1, 0.4, -0.5], [0.4, -0.2, 0.2], [-0.2, 0.3, -0.1], [0.0, -0.4, -0.2], [0.1, -0.1, 0.1], [0.0, 0.0, -0.1], [0.0, 0.0, 0.1], [0.0, -0.1, 0.0], [0.0, 0.1, 0.0], [-0.1, -0.1, 0.1], [-0.1, 0.0, 0.0], [0.1, 0.0, -0.1], [0.4, 0.5, -0.1], [0.2, -0.6, 0.1], [-0.4, 0.1, 0.3], [0.4, 0.1, 0.0], [-0.3, -0.1, -0.3], [-0.1, 0.0, 0.1], [0.0, -0.1, -0.1], [0.0, 0.1, 0.1], [-0.1, 0.0, -0.1], [0.0, -0.1, 0.1], [-0.1, 0.1, -0.1], [0.1, 0.1, -0.1], [-0.1, -0.1, 0.1]], "homo_ev": -8.89, "smiles": "NCCC[SiH2]C[C@H](O)CN.C1CCOC1.C1CCOC1", "energy_ha": -1178.39116}